131
Properties=species:S:1:pos:R:3:forces:R:3:lowdin_charge:R:1 method="wB97M-V/def2-TZVPD" total_energy_ha=-5760.530337 homo_ev=-8.072 gap_ev=4.87 smiles="[H]/N=C/C[C@](I)(N(CC#C)CCCSC(=S)N(CC)CC)[C@@](Cl)(COC)O[C@](Cl)(C#C)CCCCn1cccc1.COP(=O)(OC)OC.COP(=O)(OC)OC.COP(=O)(OC)OC" max_force_ev_per_a=9.11
C 0.132574 -0.556256 -1.025859 -3.30 4.29 4.44 0.07
C -0.617976 0.209664 -0.242750 4.71 -2.68 -3.94 -0.07
C -1.213404 1.463429 0.629470 -0.80 -2.52 -1.13 -0.21
N -0.257176 2.610184 0.754099 -1.13 -0.11 0.64 -0.15
C 0.326455 2.486962 2.111022 2.05 -0.31 2.63 -0.24
C 1.150160 1.086575 2.364361 0.74 0.40 -0.62 -0.20
C 2.324771 1.077167 1.254323 0.26 1.82 -0.66 -0.50
S 3.583369 -0.278312 1.459864 -0.16 -0.93 -0.99 0.78
C 4.391982 -0.520769 -0.228497 -0.10 0.99 -1.24 -0.93
S 5.197982 0.861019 -0.824442 -1.25 -2.21 0.57 0.62
N 4.282540 -1.800501 -0.954653 1.90 1.84 1.88 -0.20
C 4.450877 -2.938017 0.012003 -0.48 -1.79 1.29 -0.26
C 3.013408 -3.536492 0.540189 0.35 1.46 0.15 -0.10
C 5.206534 -1.885464 -2.129457 0.09 -0.77 -1.89 -0.28
C 4.589891 -1.205622 -3.492075 1.12 -0.95 -0.31 -0.12
C -0.864717 3.924369 0.440930 0.22 0.95 0.12 -0.60
I -2.671107 4.183562 1.749629 0.03 0.23 0.41 0.96
C 0.011128 5.225484 0.891352 1.40 0.04 1.19 -0.25
C 1.475380 5.297139 0.217263 2.27 -0.63 0.56 -0.19
N 2.579602 4.813588 0.810230 -3.34 1.55 -2.02 0.07
C -1.422927 4.034070 -1.119035 0.97 -0.07 0.00 -0.61
Cl -1.165138 5.764535 -1.826471 -0.06 -0.83 0.77 0.67
C -0.614573 3.115289 -2.158778 0.94 -0.39 -1.77 -0.19
O 0.852017 3.129759 -1.963522 -1.56 1.00 -0.82 -0.24
C 1.498371 3.844048 -3.055884 1.08 0.56 -0.17 -0.12
O -2.830315 3.893223 -1.027204 0.86 -0.73 -1.85 -0.33
C -3.605768 3.409803 -2.091927 -4.12 -1.59 0.39 -0.73
Cl -3.421560 4.112625 -3.772889 0.40 -0.06 0.88 0.68
C -5.145539 3.815832 -1.674374 -5.56 1.61 1.78 -0.07
C -6.388884 4.109144 -1.348691 6.66 -1.13 -1.10 0.10
C -3.688761 1.781556 -2.269405 -0.51 -0.62 -0.86 -0.16
C -5.022896 1.315210 -3.114841 0.31 -1.09 0.13 -0.20
C -6.172632 0.676299 -2.147319 -0.37 0.76 -1.74 -0.19
C -5.935686 -0.879446 -1.786124 -1.91 0.81 0.63 -0.16
N -5.674760 -0.934779 -0.288719 0.94 -0.60 -0.61 -0.21
C -6.669004 -0.576862 0.748733 5.62 -1.60 2.30 -0.04
C -5.830942 -0.773797 2.068041 0.52 -0.32 -4.36 -0.07
C -4.371686 -1.251700 1.653783 -2.49 0.95 -2.93 -0.07
C -4.316020 -1.331309 0.081817 -3.59 1.69 5.60 -0.10
H 0.972185 -1.138366 -1.562221 -2.10 1.10 1.17 0.06
H -2.206256 1.707655 0.108590 1.62 0.01 0.83 0.08
H -1.507340 0.990182 1.656095 0.56 1.11 -1.78 0.12
H 1.139820 3.280821 2.378185 -1.66 -1.17 -1.09 0.12
H -0.436462 2.537115 2.989139 0.75 0.05 -1.70 0.10
H 1.687824 1.144291 3.399731 -1.24 0.05 -1.74 0.12
H 0.472679 0.159370 2.361078 1.12 1.32 -0.19 0.10
H 1.957057 1.074534 0.165566 0.31 -0.11 1.81 0.07
H 2.902741 2.083642 1.391362 -1.08 -1.77 -0.29 0.08
H 5.127616 -2.598866 0.902549 -1.39 -0.65 -1.43 0.12
H 5.001874 -3.860121 -0.438126 -0.83 1.99 0.33 0.12
H 3.209322 -3.952886 1.599572 -0.67 0.36 -1.84 0.06
H 2.542015 -4.282562 -0.194893 1.01 0.91 1.20 0.08
H 2.265371 -2.644405 0.625368 1.40 -1.65 0.02 0.05
H 6.288560 -1.517963 -1.912070 -1.95 -0.26 -0.23 0.11
H 5.325208 -3.014988 -2.402370 -0.43 1.97 0.75 0.12
H 3.448100 -1.344238 -3.577664 1.84 0.46 0.41 0.08
H 5.045839 -1.839959 -4.361604 -0.81 1.17 1.43 0.07
H 4.954999 -0.130787 -3.661002 -0.92 -1.59 0.50 0.05
H -0.590064 6.222801 0.809962 1.09 -2.10 -0.49 0.10
H 0.228189 5.192577 2.042021 -0.50 -0.38 -2.15 0.10
H 1.615245 5.809045 -0.806999 -0.70 -0.79 1.55 0.10
H 3.387596 4.983974 0.166523 -0.86 -0.12 0.62 0.04
H -0.911765 2.012009 -2.209623 0.16 1.58 0.69 0.11
H -0.747497 3.534886 -3.241258 -0.40 -0.68 2.13 0.10
H 1.202777 4.957876 -3.101330 0.28 -1.73 0.10 0.07
H 2.635652 3.815251 -2.848223 -1.88 -0.10 -0.36 0.10
H 1.287238 3.357879 -4.078860 0.27 0.60 1.54 0.11
H -7.383914 4.472640 -0.894643 2.25 -0.92 -1.19 0.07
H -2.807967 1.363331 -2.903242 -1.22 1.00 1.51 0.11
H -3.798426 1.235240 -1.246517 0.57 1.23 -1.61 0.12
H -4.696915 0.429190 -3.805854 -0.43 1.66 1.13 0.11
H -5.412714 2.128374 -3.826063 0.53 -1.10 1.37 0.09
H -6.300975 1.341451 -1.219817 0.27 -1.30 -1.29 0.09
H -7.164067 0.768322 -2.760328 1.68 -0.22 1.16 0.12
H -6.939553 -1.442771 -1.985320 1.85 0.90 0.33 0.13
H -5.127062 -1.410440 -2.403620 -1.00 0.98 1.22 0.13
H -7.753344 -0.220688 0.580722 2.31 -0.81 0.00 0.12
H -6.277731 -0.565084 3.103017 1.07 -0.50 -1.79 0.08
H -3.486725 -1.467113 2.349912 -1.71 0.38 -1.18 0.07
H -3.477439 -1.603228 -0.648899 -1.72 0.55 1.21 0.12
C -5.625817 -4.153487 -0.018054 0.45 0.12 0.61 -0.14
O -5.553410 -5.371205 -0.750130 0.61 -2.62 -2.80 -0.33
P -5.683361 -6.864442 0.099542 -2.68 4.27 7.59 0.79
O -7.021904 -6.452349 0.711979 0.19 -0.82 -1.35 -0.23
O -4.427278 -6.414440 1.073447 0.16 -0.55 -0.66 -0.31
C -3.137323 -6.310266 0.490131 0.40 0.04 0.11 -0.12
O -5.764742 -8.398430 0.876494 0.17 -0.84 -3.16 -0.31
C -5.685413 -8.449137 2.292637 0.79 0.28 0.39 -0.14
H -6.411274 -3.531435 -0.451122 -0.04 -0.25 -0.08 0.09
H -5.828296 -4.302584 1.043233 -0.02 -0.02 -0.17 0.09
H -4.672047 -3.634011 -0.122634 -0.15 -0.19 0.04 0.05
H -2.719311 -5.335350 0.743458 0.01 0.00 -0.05 0.09
H -3.171254 -6.408213 -0.597236 0.10 0.10 0.04 0.08
H -2.490791 -7.089174 0.903862 -0.04 0.05 -0.08 0.09
H -6.242021 -7.631113 2.757158 0.06 0.03 -0.22 0.09
H -4.639886 -8.417175 2.607051 -0.12 0.06 0.16 0.08
H -6.115506 -9.396654 2.622293 -0.01 -0.05 -0.38 0.09
C -0.499118 -6.776585 6.517899 0.40 -0.01 0.66 -0.13
O -0.508557 -5.822881 5.464909 -1.07 2.71 -2.30 -0.33
P 0.978146 -5.413569 4.695926 4.34 -6.87 4.07 0.79
O 1.261672 -6.878151 4.362735 -0.76 1.04 -0.96 -0.23
O 1.622374 -5.013699 6.163284 -0.28 0.62 -0.54 -0.31
C 1.102323 -3.872663 6.829464 0.07 0.28 0.33 -0.12
O 2.423896 -4.920809 3.902211 -2.28 1.65 -1.66 -0.32
C 3.672531 -5.312577 4.451875 0.20 0.33 0.86 -0.13
H -1.209313 -7.569503 6.275937 0.04 0.14 -0.22 0.09
H 0.484830 -7.214140 6.691397 -0.12 0.06 -0.14 0.09
H -0.829035 -6.279791 7.434434 0.01 -0.04 -0.02 0.08
H 0.836563 -4.156361 7.848248 -0.04 0.03 -0.03 0.09
H 0.215119 -3.476881 6.330300 0.00 0.02 0.15 0.08
H 1.871863 -3.096765 6.869112 -0.09 -0.03 -0.03 0.09
H 3.643584 -6.338574 4.827657 -0.20 0.10 -0.03 0.09
H 3.955930 -4.627583 5.253961 0.11 -0.17 0.01 0.08
H 4.424782 -5.249482 3.663245 -0.29 0.15 -0.19 0.09
C 5.841839 8.728317 -4.517636 0.44 0.25 0.59 -0.13
O 5.849806 7.494332 -5.221670 0.45 -2.55 -2.67 -0.33
P 5.694776 6.025837 -4.333825 -2.23 4.47 7.62 0.80
O 4.390571 6.498839 -3.691201 0.08 -0.84 -1.33 -0.24
O 6.995090 6.452541 -3.409093 0.08 -0.55 -0.65 -0.31
C 8.269465 6.497660 -4.033585 0.43 0.03 0.08 -0.12
O 5.583548 4.513775 -3.519524 -0.02 -0.90 -3.20 -0.31
C 5.704847 4.492027 -2.105479 0.82 0.22 0.38 -0.14
H 5.064939 9.366672 -4.942571 -0.04 -0.24 -0.09 0.09
H 5.666589 8.610413 -3.447549 -0.05 -0.07 -0.17 0.09
H 6.810971 9.213318 -4.663365 -0.04 0.00 0.01 0.08
H 8.728929 7.462336 -3.816019 0.01 -0.02 -0.06 0.09
H 8.198437 6.376636 -5.116754 0.11 0.09 0.04 0.08
H 8.900845 5.705688 -3.621420 -0.05 0.04 -0.08 0.09
H 5.192450 5.340121 -1.643187 0.07 0.08 -0.23 0.08
H 6.759911 4.493017 -1.823450 -0.13 0.06 0.17 0.09
H 5.251820 3.568758 -1.741406 -0.02 -0.09 -0.36 0.04